CH6NPS | wB97M-V/def2-TZVPD

**HOMO (alpha / beta)**: -7.100 / -9.005 eV
**E_LUMO (alpha / beta)**: -0.251 / -0.174 eV
**Energy above the lowest of the compared OMol25 structures with the same formula, charge and spin**: 3.597 eV
**F_max**: 3.232 eV/Å
**Multiplicity**: 1
**Energy**: -835.87003 Ha

Positions of all 10 atoms, in Å:
C: 0.3333 -1.8859 -0.1777
N: -1.5820 1.8385 0.7278
P: -1.2890 0.3465 1.3887
S: 0.0814 -0.0575 -0.1090
H: 0.4701 -2.2603 0.8235
H: 1.1131 -1.9417 -0.8659
H: -0.5961 -2.3436 -0.6142
H: -0.6783 2.3741 0.5765
H: -2.4280 2.3517 0.9359
H: 0.0172 0.9523 3.6960

C42H47Ge2N3O5Pd | wB97M-V/def2-TZVPD

**HOMO**: -1.764 eV
**E_LUMO**: 4.015 eV
**Energy above the lowest of the compared OMol25 structures with the same formula, charge and spin**: 1.277 eV
**F_max**: 1.190 eV/Å
**Multiplicity**: 1
**Energy**: -6450.92687 Ha
**Total charge**: -2

Positions of all 100 atoms, in Å:
Pd: -0.0693 -0.6621 0.7839
C: 3.0603 -1.7694 4.6720
C: 1.9221 -0.9542 4.0510
Ge: 1.8190 -1.1570 2.0608
C: 2.4822 -3.0190 1.6731
C: 2.9336 -3.1477 0.2132
C: 3.3538 -0.1006 1.4383
C: 3.3041 0.4781 0.2326
Ge: 1.4481 0.4925 -0.6747
C: 1.9303 0.1136 -2.5866
C: 2.8295 1.1049 -3.3306
C: 0.9095 2.4189 -0.2817
C: 0.9249 2.6677 1.2318
C: 4.5419 1.1085 -0.2930
C: 4.5384 2.3995 -0.8346
C: 5.7067 3.0024 -1.2748
C: 6.9220 2.3338 -1.1843
C: 6.9427 1.0411 -0.6752
C: 5.7701 0.4382 -0.2397
H: 3.1980 -1.5338 5.7340
H: 4.0111 -1.5758 4.1637
H: 2.8556 -2.8403 4.5952
H: 2.0756 0.1104 4.2557
H: 0.9724 -1.2286 4.5167
H: 1.6640 -3.7181 1.8721
H: 3.3074 -3.2792 2.3440
H: 2.2142 -2.6734 -0.4607
H: 3.0444 -4.1943 -0.0945
H: 3.8921 -2.6458 0.0593
H: 4.2731 -0.0289 2.0378
H: 0.9814 0.0162 -3.1058
H: 2.4094 -0.8741 -2.5812
H: 2.4265 2.1222 -3.2891
H: 2.9115 0.8320 -4.3894
H: 3.8370 1.1251 -2.9189
H: -0.1134 2.5133 -0.6540
H: 1.5316 3.1727 -0.7781
H: 0.3299 1.9064 1.7375
H: 0.5165 3.6513 1.4964
H: 1.9383 2.5970 1.6341
H: 3.5929 2.9225 -0.9027
H: 5.6703 3.9946 -1.7120
H: 7.8378 2.8111 -1.5123
H: 7.8809 0.4984 -0.6292
H: 5.7929 -0.5741 0.1457
C: -1.9531 -5.8553 0.4657
C: -1.0139 -4.9772 -0.0746
C: -0.7703 -3.7493 0.5076
C: -1.4506 -3.3148 1.6712
C: -2.4141 -4.2153 2.1873
C: -2.6442 -5.4517 1.5975
N: -1.1933 -2.0571 2.1567
C: -1.5232 -1.6198 3.4165
C: -1.7985 -2.4375 4.5400
C: -2.0354 -1.8917 5.7955
C: -2.0319 -0.5218 6.0068
C: -1.7452 0.3055 4.9212
C: -1.4932 -0.2269 3.6732
H: -2.1492 -6.8168 0.0067
H: -0.4640 -5.2588 -0.9661
H: -0.0412 -3.0839 0.0685
H: -3.0167 -3.9266 3.0333
H: -3.3769 -6.1156 2.0453
H: -1.7541 -3.5113 4.4449
H: -2.2174 -2.5636 6.6285
H: -2.2113 -0.1099 6.9924
H: -1.6987 1.3805 5.0591
H: -1.2219 0.4256 2.8560
N: -6.8118 -1.3888 -0.9883
C: -6.2515 -0.4075 -0.2157
O: -6.9558 0.3936 0.3733
C: -4.7594 -0.3937 -0.1341
C: -3.9418 -1.3220 -0.7551
C: -2.5694 -1.1675 -0.6924
N: -1.9781 -0.1828 -0.0176
C: -2.7674 0.7366 0.5448
C: -4.1450 0.6650 0.5204
H: -7.7869 -1.2695 -1.1973
H: -6.2556 -1.8991 -1.6489
H: -4.3269 -2.1606 -1.3200
H: -1.9192 -1.8258 -1.2439
H: -2.2701 1.5869 0.9932
H: -4.7531 1.4246 0.9914
O: -3.0488 0.4514 -3.2197
C: -1.9484 1.0245 -3.0458
O: -0.9475 0.6271 -2.4052
C: -1.7941 2.3955 -3.7384
C: -0.6300 3.1335 -3.5795
C: -0.4381 4.3542 -4.2358
C: -1.4549 4.7802 -5.0526
O: -1.5085 5.9275 -5.8293
C: -2.7872 5.9125 -6.4470
O: -3.4565 4.7150 -6.0985
C: -2.6156 4.0530 -5.2115
C: -2.8226 2.8614 -4.5665
H: 0.1348 2.7186 -2.9365
H: 0.4659 4.9393 -4.1159
H: -2.6689 5.9700 -7.5335
H: -3.3691 6.7768 -6.1055
H: -3.7216 2.2670 -4.6678

C32H52F36N9O29S12 | wB97M-V/def2-TZVPD

**HOMO**: -4.657 eV
**E_LUMO**: 3.945 eV
**F_max**: 4.493 eV/Å
**Multiplicity**: 1
**Energy**: -12298.56617 Ha
**Total charge**: -3

Positions of all 170 atoms, in Å:
C: -7.5221 -26.5285 -17.7834
C: -7.3491 -27.0318 -16.3177
N: -8.5645 -26.8487 -15.4172
C: -9.0882 -25.4458 -15.5769
C: -9.6398 -27.8554 -15.7508
C: -11.0249 -27.6546 -15.1294
C: -8.1916 -26.9081 -13.9690
C: -8.0520 -28.2893 -13.3498
O: -7.1175 -28.9690 -14.0478
C: -6.8208 -30.2841 -13.5768
H: -7.8917 -25.5314 -17.9903
H: -8.1744 -27.2985 -18.3393
H: -6.5179 -26.4686 -18.2173
H: -6.5655 -26.4795 -15.7969
H: -7.1593 -28.0907 -16.3597
H: -9.8112 -25.2228 -14.8498
H: -9.5688 -25.4636 -16.5563
H: -8.1948 -24.8133 -15.4228
H: -9.3027 -28.9186 -15.5215
H: -9.8520 -27.9242 -16.8172
H: -11.0228 -27.4362 -14.0328
H: -11.6183 -28.5737 -15.2915
H: -11.6222 -26.8926 -15.6179
H: -9.0413 -26.4444 -13.4670
H: -7.3072 -26.2969 -13.8431
H: -9.0649 -28.8770 -13.3282
H: -7.6788 -28.1754 -12.3115
H: -6.3633 -30.2476 -12.6160
H: -6.2310 -30.7867 -14.3104
H: -7.7886 -30.7518 -13.5115
C: -13.7233 -23.8329 -9.0706
O: -13.5628 -24.0520 -10.4675
C: -12.2386 -24.2665 -10.9184
C: -12.4423 -24.4649 -12.4141
N: -13.5433 -23.5248 -12.9398
H: -13.9391 -23.8169 -13.8759
H: -14.3499 -23.5102 -12.2791
C: -12.8693 -22.1502 -13.1721
C: -13.9447 -21.2267 -13.5329
O: -14.9252 -21.2241 -12.4994
C: -15.8865 -20.2023 -12.7016
H: -13.2638 -22.8465 -8.8417
H: -13.1543 -24.5540 -8.4566
H: -14.7900 -23.8552 -8.7871
H: -11.8011 -25.1694 -10.4840
H: -11.5661 -23.5036 -10.6289
H: -12.7532 -25.5074 -12.5340
H: -11.5276 -24.3750 -13.0550
H: -12.1157 -22.3644 -14.0029
H: -12.4364 -21.8675 -12.2136
H: -14.4326 -21.6625 -14.4485
H: -13.5787 -20.2086 -13.6729
H: -16.4297 -19.8536 -11.7938
H: -16.7043 -20.5081 -13.3699
H: -15.4592 -19.2828 -13.1857
C: -14.9474 -28.1508 -14.2185
O: -14.6160 -29.3473 -13.6682
C: -15.4358 -29.7996 -12.5605
C: -15.1261 -31.2538 -12.6146
N: -13.6286 -31.4001 -12.4639
H: -13.1777 -31.0915 -13.3814
H: -13.3052 -30.6610 -11.7896
C: -13.1916 -32.7301 -11.9124
C: -11.9111 -32.6739 -11.1205
O: -10.8855 -32.2423 -12.0198
C: -9.5832 -32.6136 -11.5699
H: -14.2725 -27.9851 -15.1397
H: -14.7342 -27.3460 -13.5133
H: -15.9367 -28.0714 -14.6291
H: -16.4810 -29.4347 -12.6582
H: -15.1874 -29.4040 -11.5676
H: -15.3360 -31.6845 -13.5748
H: -15.5250 -31.9233 -11.8351
H: -13.1416 -33.4016 -12.7875
H: -13.9725 -32.9659 -11.1587
H: -11.7336 -33.6686 -10.7593
H: -12.0456 -32.0160 -10.2641
H: -9.6309 -33.6932 -11.4187
H: -9.2865 -32.0124 -10.6663
H: -8.7745 -32.4879 -12.2435
C: -6.5914 -31.6142 -17.4058
F: -5.5150 -31.4693 -18.2099
F: -6.1859 -32.5032 -16.4759
F: -6.8291 -30.5064 -16.7499
S: -8.0544 -32.3466 -18.4333
O: -7.6636 -33.6115 -18.9706
O: -9.0877 -32.3169 -17.4264
N: -8.1849 -31.0907 -19.5040
S: -7.7523 -31.0063 -20.9629
O: -7.6966 -29.6202 -21.3043
O: -6.6776 -31.9606 -21.2670
C: -9.1938 -31.5744 -21.9013
F: -9.5155 -32.9068 -21.7489
F: -10.2478 -30.8298 -21.5142
F: -9.0942 -31.4454 -23.2437
C: -4.5381 -25.9871 -12.6204
F: -4.9325 -24.8126 -13.2287
F: -5.2362 -27.0186 -13.1584
F: -3.2870 -26.0992 -12.9058
S: -5.0866 -25.8973 -10.7709
O: -5.9417 -27.0318 -10.5125
O: -3.8267 -25.6547 -10.1182
N: -5.9541 -24.6080 -10.7485
S: -7.5219 -24.5638 -10.7275
O: -8.1099 -25.5812 -11.6011
O: -8.0272 -24.3548 -9.4355
C: -7.8496 -22.9101 -11.7627
F: -6.9961 -22.8682 -12.8386
F: -9.0782 -23.1783 -12.3128
F: -7.8623 -21.7449 -11.1771
C: -3.5315 -19.6392 -19.2439
F: -2.1679 -19.6605 -19.2294
F: -3.9585 -19.2992 -18.0710
F: -3.8524 -18.6087 -20.0119
S: -4.0884 -21.3589 -19.7418
O: -4.0050 -21.3665 -21.1780
O: -3.2538 -22.2606 -19.0161
N: -5.5996 -21.3995 -19.1600
S: -5.9124 -22.4267 -18.0563
O: -5.6940 -23.8000 -18.3463
O: -5.5772 -22.0505 -16.6683
C: -7.7755 -22.1662 -18.0170
F: -8.1272 -21.0170 -17.3706
F: -8.3208 -21.9834 -19.2586
F: -8.4622 -23.0953 -17.3527
C: -12.7043 -28.5406 -10.2734
F: -12.0703 -29.2205 -11.2203
F: -11.8378 -27.6792 -9.7269
F: -13.6199 -27.7983 -10.8881
S: -13.4391 -29.4843 -8.8604
O: -14.2165 -30.5096 -9.5827
O: -12.2512 -29.9228 -8.1415
N: -14.1327 -28.3590 -8.1342
S: -15.4254 -28.0425 -7.4178
O: -15.7055 -26.6245 -7.4305
O: -16.4524 -28.9471 -7.7582
C: -14.9575 -28.1674 -5.5974
F: -14.5876 -29.4237 -5.2297
F: -13.8859 -27.3948 -5.4373
F: -15.9061 -27.6396 -4.7348
C: -11.7781 -34.3054 -15.1429
F: -10.8353 -34.7852 -15.8861
F: -11.6976 -35.1715 -14.0207
F: -11.3546 -33.1020 -14.7188
S: -13.6325 -34.3107 -15.6617
O: -13.8176 -35.6701 -16.0131
O: -14.2549 -33.8988 -14.4296
N: -13.9000 -33.3854 -16.8035
S: -14.0483 -31.7818 -16.8085
O: -15.4165 -31.3980 -16.8697
O: -13.0988 -31.1719 -15.8226
C: -13.2107 -31.3077 -18.4303
F: -13.7574 -31.9197 -19.4535
F: -13.3622 -29.9772 -18.5676
F: -11.9961 -31.6032 -18.2422
C: -12.9565 -21.1160 -17.4782
F: -13.3974 -20.4151 -16.4414
F: -13.8265 -21.1492 -18.4514
F: -11.8627 -20.5512 -18.0193
S: -12.3584 -22.8495 -16.9122
O: -12.0860 -23.6906 -18.0000
O: -11.3469 -22.5005 -15.9304
N: -13.6073 -23.5130 -16.0379
S: -14.7368 -24.4579 -16.4389
O: -14.7586 -24.7821 -17.8093
O: -14.9569 -25.4644 -15.4147
C: -16.2094 -23.3465 -16.3082
F: -16.4111 -22.9340 -15.0096
F: -15.8397 -22.1663 -16.9580
F: -17.3863 -23.7850 -16.7322

C2HBrN2S2 | wB97M-V/def2-TZVPD

**HOMO (alpha / beta)**: -7.942 / -7.941 eV
**E_LUMO (alpha / beta)**: -1.574 / -1.574 eV
**Energy above the lowest of the compared OMol25 structures with the same formula, charge and spin**: 4.676 eV
**F_max**: 2.825 eV/Å
**Multiplicity**: 1
**Energy**: -3556.53207 Ha

Positions of all 8 atoms, in Å:
C: 2.0793 0.4654 0.6310
C: 0.2102 -0.9849 0.1314
N: 1.1897 -0.2060 0.1038
N: -1.6580 0.6552 -0.2216
S: -0.3897 -2.4095 -0.5372
S: -1.5028 -0.6738 0.5936
Br: 2.5654 2.0328 -0.1942
H: -2.4942 1.1208 -0.5067

C8H10FNO3S | wB97M-V/def2-TZVPD

**HOMO (alpha / beta)**: -9.532 / -9.527 eV
**E_LUMO (alpha / beta)**: -1.306 / -1.306 eV
**Energy above the lowest of the compared OMol25 structures with the same formula, charge and spin**: 6.680 eV
**F_max**: 4.789 eV/Å
**Multiplicity**: 1
**Energy**: -1089.10167 Ha

Positions of all 24 atoms, in Å:
C: -2.4421 -0.1588 0.5084
C: -1.4214 0.2871 1.3916
C: -2.2586 -0.0581 -0.8475
C: -0.3887 0.9796 0.8038
C: -1.1115 0.6048 -1.3787
C: -0.2235 1.2252 -0.5754
C: 0.0388 -2.3311 0.5629
C: 1.0312 1.8110 -1.0120
N: 1.2827 -0.3956 0.6045
O: 3.3405 1.3522 0.4160
O: 2.8424 -0.1932 -1.4786
O: 0.8610 -1.3365 -0.1557
F: 3.0622 -1.0845 1.2818
S: 2.4105 0.6576 -0.4195
H: -3.3938 -0.5941 0.8733
H: -1.6562 0.3546 2.4490
H: -3.0096 -0.2622 -1.5824
H: 0.3402 1.2995 1.6567
H: -0.9356 0.6418 -2.4763
H: 0.6609 -3.0189 0.9823
H: -0.7544 -2.5549 -0.1068
H: -0.6084 -1.6926 1.1945
H: 1.1816 2.7921 -0.6121
H: 1.1517 1.6751 -2.0799

C20H40AsInN5SSi3 | wB97M-V/def2-TZVPD

**HOMO**: -10.985 eV
**E_LUMO**: -3.237 eV
**F_max**: 0.729 eV/Å
**Multiplicity**: 1
**Energy**: -4752.41052 Ha
**Total charge**: +1

Positions of all 71 atoms, in Å:
In: 0.2310 0.2220 0.3373
C: 0.8397 4.1495 -4.4677
C: -0.0234 4.5085 -3.2608
N: 0.5385 4.0466 -1.9949
C: 0.5086 2.7690 -1.5871
S: 1.3799 2.4281 -0.1143
N: -0.1368 1.9057 -2.3343
N: -0.3093 0.6737 -1.8372
C: -0.6366 -0.2908 -2.6235
C: -0.7314 -0.1333 -4.1067
C: -0.9043 -1.5963 -2.0011
C: -1.1369 -2.7411 -2.7590
C: -1.3650 -3.9442 -2.1144
C: -1.3525 -3.9852 -0.7279
C: -1.1039 -2.8088 -0.0494
N: -0.9047 -1.6472 -0.6628
H: 0.3516 4.4771 -5.3857
H: 0.9876 3.0726 -4.5194
H: 1.8159 4.6301 -4.3982
H: -1.0159 4.0713 -3.3651
H: -0.1298 5.5893 -3.1854
H: 1.1698 4.6556 -1.5038
H: -0.5419 0.8995 -4.3785
H: -1.7186 -0.4258 -4.4674
H: 0.0115 -0.7710 -4.5898
H: -1.1245 -2.6963 -3.8376
H: -1.5328 -4.8453 -2.6884
H: -1.5216 -4.9073 -0.1909
H: -1.0418 -2.7795 1.0319
N: 2.5883 -2.1150 0.4251
C: 1.8198 -1.2562 0.3796
C: -1.4586 3.8351 1.8480
Si: -0.8448 2.7273 3.2420
C: 1.0142 2.8081 3.5269
C: -1.7956 3.1092 4.8199
As: -1.2605 0.4654 2.5246
Si: -3.5392 0.3283 1.7988
C: -3.5631 1.1439 0.1023
C: -4.0594 -1.4755 1.6748
C: -4.5662 1.2385 3.0885
Si: -0.5171 -1.0606 4.2409
C: 1.3270 -1.2505 3.9575
C: -1.4658 -2.6789 4.0809
C: -0.9269 -0.2215 5.8752
H: -1.0327 4.8361 1.9425
H: -2.5463 3.9324 1.8676
H: -1.1585 3.4444 0.8759
H: 1.3445 3.8411 3.6506
H: 1.5578 2.3923 2.6771
H: 1.3030 2.2567 4.4242
H: -1.6040 4.1436 5.1143
H: -1.4925 2.4691 5.6484
H: -2.8717 2.9991 4.6796
H: -2.8493 0.6484 -0.5618
H: -3.2970 2.2009 0.1581
H: -4.5505 1.0701 -0.3573
H: -3.4074 -2.0316 1.0019
H: -5.0755 -1.5445 1.2806
H: -4.0472 -1.9648 2.6498
H: -4.4536 2.3203 2.9982
H: -4.2659 0.9461 4.0967
H: -5.6261 1.0029 2.9750
H: 1.5329 -1.8344 3.0581
H: 1.8062 -1.7546 4.7990
H: 1.8051 -0.2758 3.8366
H: -1.4720 -3.0567 3.0586
H: -2.5004 -2.5637 4.4079
H: -1.0021 -3.4439 4.7073
H: -0.2607 0.6225 6.0628
H: -0.8129 -0.9231 6.7042
H: -1.9561 0.1419 5.8864

C33H43CdN5P2 | wB97M-V/def2-TZVPD

**HOMO**: -6.736 eV
**E_LUMO**: -0.845 eV
**Energy above the lowest of the compared OMol25 structures with the same formula, charge and spin**: 0.000 eV
**F_max**: 3.516 eV/Å
**Multiplicity**: 1
**Energy**: -2407.34360 Ha

Positions of all 84 atoms, in Å:
Cd: 0.3074 -2.0795 5.6669
C: -0.8368 2.2946 3.5304
C: -1.1325 1.3066 2.6776
C: -0.6554 1.1144 1.2647
C: 0.6822 0.3816 1.0154
C: 1.8589 0.7683 1.8699
C: 2.0654 1.9503 2.4638
C: 1.2404 3.1860 2.2651
C: 0.1289 3.4228 3.3174
C: 2.4327 -2.1041 5.7874
H: -1.4259 2.3808 4.4542
H: -1.8685 0.5417 2.9805
H: -0.6588 2.0628 0.7156
H: -1.4320 0.4729 0.8196
H: 0.5109 -0.7015 1.1399
H: 0.9529 0.5310 -0.0458
H: 2.6088 -0.0239 1.9727
H: 2.9038 2.0814 3.1605
H: 0.8111 3.2183 1.2593
H: 1.9275 4.0383 2.3694
H: 0.5895 3.6851 4.2856
H: -0.4183 4.3227 2.9885
H: 2.7662 -1.7941 6.7838
H: 2.7611 -1.3555 5.0522
H: 2.8727 -3.0788 5.5476
P: 1.5696 -1.0627 -3.6405
P: -1.5459 -0.8007 -3.4308
N: 3.0192 -0.0574 -3.6655
N: 2.3685 -2.3383 -4.6290
N: -1.7724 0.9307 -3.1685
N: -3.2364 -1.0636 -3.8969
C: 0.6906 -0.2214 -5.0496
C: -0.7957 -0.6285 -5.1255
C: 3.6158 0.4150 -2.4917
C: 4.7104 1.1989 -2.8323
C: 4.8033 1.2092 -4.2647
C: 3.7488 0.4451 -4.7488
C: 2.5114 -3.6442 -4.1455
C: 3.0620 -4.4380 -5.1454
C: 3.2758 -3.5946 -6.2861
C: 2.8504 -2.3195 -5.9392
C: -1.4757 1.4778 -1.9182
C: -1.5896 2.8607 -1.9888
C: -1.9500 3.1833 -3.3354
C: -2.0438 1.9874 -4.0371
C: -4.1122 -0.3340 -4.7117
C: -5.2877 -1.0581 -4.8761
C: -5.1332 -2.2868 -4.1465
C: -3.8786 -2.2658 -3.5607
H: 1.1712 -0.4373 -6.0149
H: 0.7811 0.8624 -4.8800
H: -1.3581 0.0843 -5.7490
H: -0.8919 -1.6197 -5.6002
H: 3.1873 0.1474 -1.5381
H: 5.3791 1.6964 -2.1454
H: 5.5601 1.6946 -4.8646
H: 3.4539 0.2505 -5.7648
H: 2.1911 -3.8728 -3.1398
H: 3.2815 -5.4946 -5.0765
H: 3.6814 -3.8877 -7.2459
H: 2.8415 -1.4203 -6.5364
H: -1.2077 0.8076 -1.1171
H: -1.4357 3.5549 -1.1720
H: -2.1143 4.1711 -3.7420
H: -2.2671 1.8207 -5.0805
H: -3.8392 0.6305 -5.1019
H: -6.1568 -0.7418 -5.4376
H: -5.8672 -3.0785 -4.0661
H: -3.3609 -2.9808 -2.9390
C: -2.6999 -2.6962 6.7023
C: -2.1943 -1.4431 7.2938
C: -2.7486 -0.6747 8.3422
C: -1.9821 0.5001 8.4404
C: -0.9748 0.4296 7.4485
C: -0.0423 1.5188 7.0989
N: -1.0904 -0.7865 6.7949
H: -3.1041 -2.5280 5.6912
H: -3.5211 -3.0778 7.3206
H: -1.9334 -3.4849 6.6401
H: -3.6047 -0.9791 8.9410
H: -2.1070 1.3335 9.1281
H: -0.6063 2.4006 6.7505
H: 0.5081 1.8481 7.9942
H: 0.6744 1.2361 6.3177

C3H8NO | wB97M-V/def2-TZVPD

**HOMO**: -13.679 eV
**E_LUMO**: -6.061 eV
**Energy above the lowest of the compared OMol25 structures with the same formula, charge and spin**: 2.251 eV
**F_max**: 3.862 eV/Å
**Multiplicity**: 1
**Energy**: -248.75317 Ha
**Total charge**: +1

Positions of all 13 atoms, in Å:
C: -1.7278 0.6283 1.8489
N: -1.4268 0.1213 0.6548
H: -2.7461 0.6173 2.2082
H: -0.8743 1.1847 2.3243
H: -0.4341 -0.1016 0.3324
H: -2.1683 0.2917 -0.0896
C: 0.5379 -0.2980 -1.9372
C: 1.3102 -0.6458 -0.9405
O: 1.3150 0.0873 0.2399
H: 0.7355 -0.9534 -2.7904
H: -0.1448 0.5478 -1.7834
H: 2.1263 -1.3606 -1.0088
H: 2.2521 0.1195 0.4769